Record 1
DFT (ωB97M-V with the def2-TZVPD basis set) results for C22H26AsClN2PdS as an isolated structure.

Output
M: 567.33 g/mol
Kohn-Sham gap: 7.065 eV
electronic energy: -113886.10925 eV
energy relative to the best compared isomer or geometry (same formula, charge and spin): 150.9 kcal per mole
max |F|: 0.010 Eh/bohr

ORCA input file:
```
! wB97M-V def2-TZVPD RIJCOSX def2/J DEFGRID3
* xyz 0 1
Pd -1.42 0.39 2.08
C 1.07 2.04 2.67
N 1.56 0.94 1.86
C 2.79 0.90 1.56
C 3.41 -0.11 0.72
C 4.77 -0.32 0.61
C 4.97 -1.41 -0.25
C 3.72 -1.82 -0.66
N 2.76 -1.05 -0.07
C -0.28 2.47 2.12
C -0.37 2.98 0.81
C -1.58 3.37 0.28
C -2.75 3.23 1.03
C -2.69 2.75 2.32
C -1.45 2.41 2.91
H 1.78 2.88 2.69
H 0.92 1.69 3.69
H 3.50 1.66 1.92
H 5.52 0.26 1.12
H 5.90 -1.86 -0.54
H 3.45 -2.62 -1.33
H 0.53 3.06 0.22
H -1.63 3.76 -0.73
H -3.71 3.51 0.60
H -3.59 2.69 2.92
H -1.42 2.29 3.99
C -4.10 -0.68 0.17
As -2.93 -2.24 0.02
C -4.16 -3.53 0.84
C 1.34 -1.01 -0.31
S -1.70 -1.89 1.89
H -4.92 -0.79 -0.54
H -3.53 0.22 -0.07
H -4.50 -0.59 1.18
H -4.99 -3.70 0.16
H -4.54 -3.14 1.79
H -3.63 -4.46 1.02
H 1.24 -3.92 -2.97
H -1.13 0.17 -0.53
H -0.54 -1.57 1.28
Cl 0.80 -2.52 -1.07
C 1.32 -2.87 -2.74
C 1.84 -1.95 -3.55
C 2.11 -0.53 -3.38
C 1.77 0.36 -2.44
C 0.94 0.15 -1.19
C -0.54 0.15 -1.45
C -1.16 0.12 -2.62
H 2.15 -2.34 -4.51
H 2.71 -0.14 -4.20
H 2.15 1.37 -2.58
H 1.12 1.01 -0.54
H -2.24 0.10 -2.67
H -0.62 0.12 -3.56
*
```

Record 2
DFT (ωB97M-V with the def2-TZVPD basis set) results for a 7-piece molecular cluster, C31H50FN7O3 overall at a distorted geometry.

Output
SMILES: NCC1=C(CCF)C(=O)OC1=O.CCCC#N.CCCC#N.CCCC#N.CCCC#N.CCCC#N.CCCC#N
M: 587.79 g/mol
Kohn-Sham gap: 9.070 eV
electronic energy: -52245.07662 eV
max |F|: 0.095 Eh/bohr

ORCA input file:
```
! wB97M-V def2-TZVPD RIJCOSX def2/J DEFGRID3
* xyz 0 1
N 4.42 -4.20 -4.47
C 3.15 -3.57 -3.97
C 3.29 -1.99 -4.13
C 2.51 -1.02 -4.81
C 1.15 -1.30 -5.62
C 0.01 -1.55 -4.52
F 0.22 -2.72 -3.70
C 3.15 0.42 -4.67
O 2.71 1.54 -4.96
O 4.48 0.25 -4.12
C 4.44 -1.03 -3.51
O 5.14 -1.56 -2.63
H 5.11 -3.43 -4.61
H 4.25 -4.56 -5.43
H 2.84 -3.91 -2.92
H 2.32 -3.89 -4.71
H 0.90 -0.31 -6.15
H 1.25 -2.12 -6.40
H -1.00 -1.66 -5.03
H 0.01 -0.65 -3.81
C -3.89 -1.08 -1.71
C -2.90 -0.48 -0.71
C -2.73 1.03 -0.87
C -2.21 1.34 -2.25
N -1.80 1.59 -3.32
H -3.55 -0.95 -2.74
H -4.00 -2.15 -1.53
H -4.87 -0.61 -1.60
H -1.93 -0.98 -0.84
H -3.24 -0.70 0.30
H -2.02 1.41 -0.13
H -3.68 1.55 -0.73
C -0.57 -0.60 4.20
C 0.15 -1.54 3.24
C -0.48 -1.57 1.85
C -1.90 -2.04 1.94
N -3.02 -2.40 2.01
H -1.60 -0.90 4.38
H -0.06 -0.59 5.17
H -0.57 0.43 3.81
H 0.15 -2.55 3.67
H 1.19 -1.23 3.15
H 0.07 -2.25 1.20
H -0.46 -0.57 1.40
C 6.97 -2.58 1.74
C 6.49 -1.37 0.93
C 5.16 -0.81 1.44
C 4.10 -1.86 1.33
N 3.27 -2.70 1.24
H 6.27 -3.41 1.66
H 7.94 -2.93 1.36
H 7.09 -2.32 2.79
H 6.40 -1.66 -0.12
H 7.25 -0.59 0.98
H 4.87 0.06 0.84
H 5.25 -0.49 2.48
C -5.59 -2.46 4.12
C -6.55 -3.30 4.96
C -6.37 -3.10 6.46
C -4.98 -3.48 6.87
N -3.89 -3.78 7.19
H -4.55 -2.72 4.32
H -5.77 -2.62 3.06
H -5.72 -1.39 4.34
H -6.40 -4.36 4.71
H -7.58 -3.05 4.68
H -7.09 -3.71 7.01
H -6.55 -2.05 6.73
C -5.00 5.35 -2.99
C -4.20 5.92 -1.82
C -3.39 4.85 -1.08
C -4.31 3.81 -0.52
N -5.05 2.99 -0.07
H -5.74 4.62 -2.66
H -5.53 6.15 -3.51
H -4.33 4.86 -3.72
H -4.90 6.41 -1.13
H -3.52 6.69 -2.19
H -2.83 5.31 -0.26
H -2.68 4.38 -1.75
C 3.99 5.25 1.56
C 4.55 4.07 0.77
C 3.47 3.26 0.05
C 2.50 2.70 1.05
N 1.74 2.26 1.84
H 3.32 4.92 2.35
H 4.80 5.81 2.03
H 3.43 5.93 0.90
H 5.11 3.42 1.45
H 5.26 4.45 0.03
H 3.92 2.44 -0.51
H 2.92 3.90 -0.65
*
```

Record 3
DFT (ωB97M-V with the def2-TZVPD basis set) results for C37H43CaN11S4 as an isolated structure.

Output
M: 810.17 g/mol
Kohn-Sham gap: 5.244 eV
electronic energy: -117240.95130 eV
energy relative to the best compared isomer or geometry (same formula, charge and spin): 7.0 kcal per mole
max |F|: 0.011 Eh/bohr

ORCA input file:
```
! wB97M-V def2-TZVPD RIJCOSX def2/J DEFGRID3
* xyz -2 1
Ca 0.11 0.30 0.10
C -3.91 1.23 -0.64
C -4.10 0.67 0.77
C -2.84 0.11 1.46
N -1.99 -0.70 0.60
C -2.45 -1.81 0.10
C -3.65 -2.44 0.56
C -4.45 -3.41 0.01
C -4.36 -4.07 -1.23
C -3.32 -3.93 -2.12
C -2.12 -3.24 -2.00
C -1.57 -2.45 -0.95
N -0.31 -2.12 -0.87
C 0.64 -2.74 -1.77
C 0.92 -1.93 -3.04
C 1.68 -0.63 -2.78
N 0.85 0.41 -2.20
C 0.24 1.24 -3.01
C 0.24 1.10 -4.43
C -0.08 2.00 -5.44
C -0.47 3.32 -5.39
C -0.74 4.02 -4.21
C -0.81 3.59 -2.91
C -0.60 2.29 -2.33
N -1.02 1.95 -1.15
C -1.89 2.83 -0.37
C -3.37 2.65 -0.73
H -3.27 0.56 -1.23
H -4.89 1.21 -1.13
H -4.49 1.45 1.43
H -4.86 -0.12 0.72
H -2.26 0.95 1.84
H -3.15 -0.44 2.36
H -4.00 -2.06 1.51
H -5.31 -3.68 0.61
H -5.18 -4.73 -1.50
H -3.43 -4.46 -3.06
H -1.47 -3.34 -2.86
H 1.60 -2.83 -1.23
H 0.34 -3.76 -2.04
H 1.51 -2.56 -3.72
H -0.03 -1.71 -3.54
H 2.48 -0.85 -2.06
H 2.17 -0.29 -3.70
H 0.57 0.14 -4.79
H 0.04 1.59 -6.44
H -0.59 3.85 -6.33
H -0.98 5.08 -4.34
H -1.09 4.34 -2.19
H -1.75 2.60 0.69
H -1.63 3.88 -0.47
H -3.94 3.31 -0.08
H -3.50 3.02 -1.76
C 1.93 -4.36 2.83
C 2.79 -3.30 2.26
N 4.09 -3.29 2.25
N 4.40 -2.11 1.63
C 3.33 -1.38 1.26
S 3.31 0.08 0.45
N 2.29 -2.16 1.67
N 0.97 -1.76 1.58
H 2.56 -5.15 3.22
H 1.26 -4.75 2.07
H 1.33 -3.95 3.65
H 5.35 -1.83 1.49
H 0.43 -2.32 0.92
H 0.56 -1.69 2.51
S -4.88 5.28 2.64
C -3.73 4.08 2.74
N -2.94 3.22 2.80
S 1.27 3.97 0.26
C 2.56 3.76 -0.72
N 3.71 3.12 -0.39
C 4.50 2.65 -1.51
C 4.35 3.73 -2.57
S 2.62 4.27 -2.40
H 3.68 2.58 0.46
H 4.13 1.69 -1.88
H 5.54 2.52 -1.20
H 4.52 3.35 -3.57
H 5.02 4.57 -2.38
C 0.64 1.32 2.94
C 1.05 0.31 3.77
C 2.45 0.03 4.04
C 2.85 -1.03 4.80
C 1.92 -1.92 5.38
C 0.54 -1.65 5.17
C 0.12 -0.60 4.41
C 2.34 -3.05 6.12
N 2.67 -3.99 6.71
H 1.35 2.03 2.53
H -0.41 1.60 2.89
H 3.19 0.69 3.61
H 3.91 -1.20 4.96
H -0.19 -2.31 5.62
H -0.94 -0.42 4.28
*
```

Record 4
DFT (ωB97M-V with the def2-TZVPD basis set) results for a 40-piece molecular cluster, C18H113BClINO44 overall at a distorted geometry.

Output
M: 1221.23 g/mol
Kohn-Sham gap: 5.782 eV
electronic energy: -133385.59688 eV
max |F|: 0.026 Eh/bohr

ORCA input file:
```
! wB97M-V def2-TZVPD RIJCOSX def2/J DEFGRID3
* xyz -1 1
C 4.40 2.92 1.88
C 3.46 1.93 1.16
C 3.92 1.50 -0.25
Cl 5.78 1.63 -0.40
N 3.39 0.31 -0.77
C 3.37 -0.92 -0.06
I 4.93 -1.22 1.45
C 2.05 -1.30 0.68
C 2.09 -2.80 1.07
C 2.59 0.44 -1.99
C 1.42 1.46 -1.82
C 0.52 1.28 -0.58
C -0.67 0.33 -0.87
C -1.79 1.11 -1.61
C -2.89 1.63 -0.68
C -4.00 0.57 -0.43
C -4.09 0.26 1.07
C -4.61 -1.15 1.44
O -4.31 -2.13 0.45
C -5.44 -2.63 -0.23
C 2.00 -0.88 -2.58
B 2.93 -1.79 -3.50
O 2.81 -1.66 -4.87
O 3.82 -2.76 -3.00
C 3.46 0.99 -3.19
O 2.82 1.55 -4.10
O 4.70 0.77 -3.17
H 5.31 2.40 2.17
H 3.91 3.23 2.80
H 4.59 3.76 1.22
H 3.27 1.09 1.82
H 2.52 2.47 1.01
H 3.62 2.32 -0.90
H 3.55 -1.76 -0.72
H 1.20 -1.12 0.04
H 1.92 -0.72 1.59
H 1.11 -3.27 0.97
H 2.83 -3.36 0.49
H 2.35 -2.87 2.13
H 0.79 1.44 -2.70
H 1.83 2.47 -1.80
H 0.07 2.25 -0.37
H 1.06 1.01 0.32
H -1.09 -0.07 0.06
H -0.35 -0.51 -1.48
H -1.31 1.97 -2.08
H -2.23 0.52 -2.41
H -2.52 2.01 0.27
H -3.35 2.49 -1.18
H -3.77 -0.32 -1.02
H -4.95 0.97 -0.78
H -3.10 0.38 1.51
H -4.72 1.01 1.56
H -5.67 -1.11 1.69
H -4.09 -1.47 2.35
H -5.71 -3.60 0.20
H -5.19 -2.82 -1.27
H -6.30 -1.96 -0.18
H 1.60 -1.57 -1.82
H 1.17 -0.60 -3.22
H 2.76 -2.54 -5.27
H 3.53 -3.63 -3.32
O 4.97 -4.08 -0.85
H 4.51 -3.62 -1.57
H 5.26 -4.91 -1.25
O -5.98 0.98 3.64
H -6.41 1.22 4.47
H -5.65 0.09 3.78
O -5.01 -5.51 -1.54
H -4.15 -5.09 -1.62
H -4.94 -6.04 -0.74
O 5.71 0.27 -5.89
H 5.80 1.08 -6.42
H 5.39 0.62 -5.04
O -1.38 4.11 0.68
H -1.21 4.71 -0.06
H -2.33 4.17 0.83
O -7.86 1.77 1.68
H -7.06 1.50 2.17
H -7.83 1.27 0.85
O 8.92 0.02 -0.81
H 9.14 0.47 -1.63
H 8.02 0.29 -0.63
O -5.79 3.65 0.65
H -6.25 4.21 0.01
H -6.48 3.08 1.01
O 6.89 -4.44 1.83
H 7.26 -5.23 1.42
H 6.37 -4.03 1.12
O 8.43 -0.15 -7.11
H 8.58 0.31 -7.94
H 7.50 0.02 -6.89
O -8.28 -1.30 1.49
H -8.75 -1.03 2.29
H -8.02 -2.22 1.66
O 6.01 3.54 -4.10
H 5.41 2.89 -3.68
H 6.88 3.17 -3.94
O 1.34 -2.68 -7.07
H 1.18 -2.82 -8.01
H 1.34 -1.72 -6.95
O -1.74 -3.21 1.79
H -1.55 -3.93 1.18
H -2.46 -2.72 1.37
O -6.61 -0.36 -2.40
H -5.96 -1.05 -2.22
H -7.44 -0.85 -2.44
O -8.27 4.38 3.05
H -8.15 3.63 2.44
H -8.97 4.91 2.65
O 7.93 4.15 -1.74
H 7.49 4.70 -2.40
H 7.20 3.70 -1.30
O -8.69 1.72 -1.65
H -8.24 0.99 -2.10
H -9.26 2.10 -2.32
O -1.14 1.01 2.96
H -1.18 1.79 2.40
H -1.46 1.30 3.82
O 1.41 -2.43 4.44
H 0.93 -2.11 5.22
H 1.60 -3.35 4.64
O 7.51 -4.06 -2.30
H 7.57 -3.29 -2.87
H 7.15 -3.70 -1.47
O -0.38 -2.46 7.10
H -0.85 -2.13 7.87
H -0.19 -3.38 7.30
O 1.29 0.85 4.52
H 1.69 0.07 4.12
H 0.68 1.19 3.85
O -6.49 3.95 -2.48
H -6.98 4.55 -3.06
H -7.16 3.33 -2.15
O -8.40 3.75 5.83
H -8.43 3.82 4.86
H -8.48 4.66 6.13
O 1.77 -6.20 0.81
H 2.69 -5.92 0.74
H 1.73 -6.72 1.62
O 4.48 5.39 4.17
H 5.35 5.76 3.98
H 4.59 4.92 5.01
O 10.32 -3.24 -1.73
H 10.85 -4.01 -1.51
H 9.41 -3.57 -1.74
O 3.12 -5.54 -3.14
H 2.63 -5.93 -2.41
H 3.94 -6.04 -3.19
O -11.24 4.98 2.83
H -11.72 5.57 2.24
H -11.91 4.40 3.20
O 11.47 1.66 -2.45
H 11.09 2.05 -1.65
H 11.64 0.74 -2.20
O 1.44 -8.77 1.98
H 1.35 -9.65 2.35
H 1.60 -8.91 1.04
O -0.92 -2.90 -9.14
H -1.43 -2.38 -9.77
H -1.59 -3.35 -8.61
O -2.88 -1.89 5.62
H -2.14 -2.20 6.16
H -2.78 -2.36 4.79
O 3.40 3.09 5.75
H 2.85 3.61 5.16
H 2.76 2.51 6.20
O -6.95 7.25 1.85
H -7.41 6.48 2.22
H -6.02 7.02 1.95
O 0.58 -3.90 -4.57
H 0.75 -3.48 -5.43
H -0.35 -3.71 -4.40
O -7.36 4.11 8.64
H -6.58 4.50 8.24
H -7.80 3.67 7.90
O 1.94 4.68 0.04
H 2.49 5.13 -0.61
H 2.03 5.21 0.84
*
```

Record 5
DFT (ωB97M-V with the def2-TZVPD basis set) results for one molecule with the formula C6H7O4P3 at a distorted geometry.

Output
SMILES: COC(=O)C1=P[PH]#P=C1C(=O)OC
M: 236.04 g/mol
Kohn-Sham gap: 7.774 eV
electronic energy: -42389.41748 eV
energy relative to the best compared isomer or geometry (same formula, charge and spin): 0.0 kcal per mole
max |F|: 0.075 Eh/bohr

ORCA input file:
```
! wB97M-V def2-TZVPD RIJCOSX def2/J DEFGRID3
* xyz 0 1
C 0.01 -3.42 -0.53
O -1.07 -2.48 -0.67
C -1.31 -1.67 0.38
O -0.82 -1.66 1.45
C -2.43 -0.74 0.05
P -4.02 -1.27 -0.10
P -4.69 0.76 -0.64
P -3.13 2.03 0.12
C -1.98 0.75 0.18
C -0.50 0.95 0.21
O 0.37 0.16 -0.11
O -0.19 2.14 0.73
C 1.18 2.51 0.67
H 0.63 -2.81 -0.01
H 0.18 -3.78 -1.48
H -0.15 -4.33 0.10
H -5.62 0.90 0.44
H 1.67 1.52 0.37
H 1.63 2.83 1.59
H 1.25 3.32 -0.13
*
```

| no. | HOMO (eV) |
| --- | --- |
| 1 | -6.87 |
| 2 | -9.97 |
| 3 | -1.76 |
| 4 | -4.86 |
| 5 | -9.03 |